Record 1
66
Properties=species:S:1:pos:R:3:lowdin_charge:R:1 method="wB97M-V/def2-TZVPD" multiplicity=4 e_homo_ha="-0.42962 / -0.49930" orbital_gap_ha="0.17584 / 0.12712" charge=+2
O -1.7458 -1.1874 6.9877 0.27
C -2.3823 -0.3010 6.6470 -0.03
Cr -3.3681 1.2766 6.2425 0.37
C -1.8339 2.1622 6.8813 -0.03
O -0.9234 2.7030 7.3710 0.25
C -3.7912 1.2374 8.0748 -0.05
O -3.9296 1.1702 9.2429 0.22
C -4.7138 0.2822 4.8270 -0.06
C -3.5871 0.7836 4.1509 -0.06
C -3.1844 2.1131 4.3235 -0.05
C -3.8973 3.0072 5.1626 -0.27
C -3.4171 4.3602 5.4826 0.09
C -2.7833 5.3884 5.7873 0.01
C -2.0351 6.5610 6.0684 -0.12
C -0.6863 6.5429 5.3829 -0.19
C 0.0443 7.7417 5.2804 -0.03
C 1.3211 7.7558 4.7225 -0.05
C 1.9026 6.5876 4.2063 -0.06
C 1.2028 5.3806 4.2707 -0.07
C -0.0742 5.3688 4.8544 -0.04
C -5.0364 2.4860 5.8087 -0.07
C -5.4410 1.1525 5.6434 -0.07
H -5.0161 -0.7648 4.7232 0.16
H -2.9967 0.1282 3.5081 0.16
H -2.2915 2.5040 3.8391 0.16
H -2.5598 7.5439 5.8361 0.17
H -0.4051 8.6651 5.6532 0.12
H 1.8593 8.6995 4.6807 0.12
H 2.9124 6.6171 3.7805 0.12
H 1.6586 4.4683 3.8646 0.11
H -0.6069 4.4169 4.8909 0.08
H -5.5550 3.1767 6.4738 0.16
H -6.3125 0.8012 6.1918 0.16
C -5.6370 8.9707 8.9654 -0.05
C -5.1598 7.5291 8.8905 -0.18
N -3.8322 7.2841 9.6105 -0.13
C -3.9039 7.9452 10.9789 -0.22
C -4.8999 7.4925 11.8453 -0.04
C -5.0158 8.0317 13.1312 -0.04
C -4.1334 9.0398 13.5421 -0.06
C -3.1544 9.5056 12.6714 -0.04
C -3.0279 8.9593 11.3726 0.01
C -3.7306 5.7838 9.8790 -0.36
C -2.4936 5.4986 10.7136 -0.03
C -3.6471 5.0291 8.5782 -0.07
B -2.6312 7.6916 8.5601 -0.18
H -2.4261 6.9612 7.2972 0.07
H -6.5167 9.0730 8.3162 0.09
H -5.9551 9.2898 9.9663 0.09
H -4.8718 9.6764 8.6372 0.08
H -5.9036 6.8790 9.3722 0.13
H -5.0155 7.2312 7.8385 0.12
H -5.6077 6.7149 11.5019 0.12
H -5.7980 7.6671 13.7912 0.11
H -4.2106 9.4348 14.5497 0.11
H -2.4771 10.3058 12.9997 0.12
H -2.2700 9.3350 10.6794 0.12
H -4.6360 5.4752 10.4275 0.14
H -2.4005 4.4130 10.8351 0.09
H -1.5622 5.8464 10.2447 0.08
H -2.5580 5.9196 11.7232 0.10
H -3.7616 3.9532 8.7460 0.08
H -4.4191 5.3112 7.8587 0.08
H -2.6834 5.1193 8.0695 0.06
H -2.8184 8.8374 8.2568 0.07
H -1.5987 7.5332 9.1275 0.06

***

Record 2
97
Properties=species:S:1:pos:R:3:lowdin_charge:R:1 method="wB97M-V/def2-TZVPD" multiplicity=1 e_homo_ha="-0.03756 / -0.03320" orbital_gap_ha="0.17611 / 0.17176" charge=-2 de_lowest_kj_mol=135.2
Cs -0.3546 -0.2060 -0.1287 1.48
C 1.6333 6.0927 -4.2241 -0.12
C 0.3281 6.1335 -4.7456 -0.12
C -0.5381 5.0660 -4.5742 -0.04
C -0.0789 3.9590 -3.8670 -0.12
C -0.6948 2.6844 -3.4957 -0.29
N -1.9777 2.4069 -3.8093 0.17
C -2.5157 1.2234 -3.5890 -0.30
C -3.9684 0.9671 -3.8289 -0.10
C -4.9922 1.7651 -4.3113 -0.03
C -6.2683 1.2168 -4.3735 -0.11
C -6.5097 -0.0979 -3.9612 -0.11
C -5.4753 -0.8933 -3.4779 -0.03
C -4.2101 -0.3363 -3.4158 -0.10
C -2.8828 -0.8650 -3.0039 -0.33
N -2.6367 -2.0824 -2.5586 0.18
C -1.2993 -2.3652 -2.6505 -0.33
N -0.5431 -2.7390 -1.5865 0.08
C 0.7405 -2.4220 -1.9177 -0.38
N 1.7116 -2.2264 -0.9660 0.13
C 2.3620 -1.0801 -1.0956 -0.42
N 1.8893 -0.0347 -1.8123 0.02
C 2.6888 1.0322 -1.6414 -0.31
N 2.4924 2.2551 -2.0805 0.18
C 1.3421 2.6127 -2.7057 -0.28
N 0.1866 1.9233 -2.8113 0.16
C 1.2167 3.9164 -3.3569 -0.12
C 2.0911 4.9856 -3.5285 -0.04
C 3.8273 0.6434 -0.7558 -0.10
C 4.9135 1.3528 -0.2747 -0.03
C 5.7860 0.6921 0.5840 -0.10
C 5.5730 -0.6417 0.9453 -0.11
C 4.4737 -1.3459 0.4632 -0.02
C 3.6036 -0.6770 -0.3783 -0.09
C 0.8491 -2.1460 -3.3437 -0.13
C 1.9387 -1.9947 -4.2049 -0.03
C 1.6802 -1.8036 -5.5437 -0.10
C 0.3516 -1.7582 -6.0255 -0.10
C -0.7182 -1.9087 -5.1721 -0.03
C -0.4504 -2.1106 -3.8154 -0.13
N -1.9474 0.1124 -3.0994 0.14
H 2.2915 6.9435 -4.3636 0.08
H 0.0008 7.0136 -5.2878 0.08
H -1.5467 5.0774 -4.9680 0.10
H -4.7882 2.7838 -4.6159 0.10
H -7.0930 1.8133 -4.7472 0.08
H -7.5148 -0.4997 -4.0143 0.08
H -5.6418 -1.9126 -3.1533 0.10
H 3.0937 4.9392 -3.1229 0.10
H 5.0599 2.3866 -0.5604 0.10
H 6.6441 1.2179 0.9886 0.09
H 6.2691 -1.1296 1.6179 0.09
H 4.2877 -2.3724 0.7526 0.12
H 2.9550 -2.0010 -3.8306 0.11
H 2.5060 -1.6672 -6.2321 0.09
H 0.1783 -1.5838 -7.0813 0.08
H -1.7360 -1.8464 -5.5378 0.11
C 4.8901 -1.4268 4.6573 -0.11
O 4.1888 -2.6298 4.4407 -0.10
C 2.9726 -2.5196 3.8102 -0.30
C 2.3085 -3.7422 3.5842 -0.05
C 1.0998 -3.6956 2.9327 -0.06
C 0.4884 -2.5092 2.4941 -0.11
C -0.8706 -2.6025 1.9171 -0.46
C -1.4222 -3.9541 1.5143 -0.04
O -1.5833 -1.6172 1.7514 -0.20
C 1.2106 -1.2666 2.6639 -0.42
O 0.8282 -0.1606 2.1799 -0.32
C 2.4521 -1.3246 3.3877 0.02
H 5.8064 -1.6969 5.1800 0.08
H 4.3011 -0.7411 5.2743 0.09
H 5.1398 -0.9341 3.7136 0.07
H 2.7629 -4.6683 3.9058 0.09
H 0.5798 -4.6287 2.7530 0.10
H -0.7075 -4.5322 0.9311 0.08
H -2.3111 -3.7843 0.9130 0.08
H -1.6887 -4.5283 2.4076 0.08
H 2.9695 -0.3806 3.4843 0.11
O -2.3238 3.0131 3.5876 0.05
C -2.4394 1.9777 4.2177 -0.48
C -1.5683 0.7656 4.0333 -0.09
C -0.7144 0.4384 5.2696 -0.17
C -1.4293 -0.3800 6.3360 -0.21
C -2.6436 0.2859 6.9661 -0.20
C -3.7181 0.6844 5.9635 -0.21
N -3.4001 1.8739 5.1970 0.06
H -0.8988 0.8434 3.1819 0.10
H -2.1900 -0.1050 3.7918 0.12
H -0.3139 1.3666 5.6951 0.12
H 0.1537 -0.1244 4.9217 0.10
H -0.7228 -0.6707 7.1191 0.10
H -1.7541 -1.3191 5.8699 0.12
H -2.3505 1.1913 7.5106 0.11
H -3.0889 -0.3922 7.7015 0.10
H -4.6539 0.9024 6.4840 0.11
H -3.9424 -0.1563 5.2965 0.12
H -3.9998 2.6792 5.2556 0.13

***

How do the records compare in total energy? In the order shown, they have -2472.62594; -2626.67445 Ha.